[1]
Here is 7 unconnected molecules or ions with the total composition C36H36ClO12 from the Open Molecules 2025 dataset. Energies are from ωB97M-V/def2-TZVPD.

As for the total charge: -1. As for the HOMO energy: -5.44 eV. The value obtained for the HOMO-LUMO gap is 0.27948 hartree. For the energy, the calculation gives -2756.21829 a.u. Its lowest unoccupied orbital energy is 2.160 eV. The energy relative to the best compared isomer or geometry (same formula, charge and spin) is 47.4 kJ/mol. Its multiplicity is 1. For the strongest force on any atom, the calculation gives 0.2030 Eh/bohr.

Geometry (Å):
H1 -18.603 29.989 -22.938
H2 -8.780 27.357 -33.993
H3 -16.997 32.939 -24.662
C1 -15.241 29.367 -25.053
C2 -6.415 28.629 -25.751
C3 -11.200 32.228 -22.602
C4 -12.351 24.742 -30.777
O1 -8.697 28.524 -25.065
H4 -7.293 25.460 -27.859
C5 -14.311 23.828 -28.895
C6 -8.405 27.830 -31.144
O2 -18.335 30.801 -23.590
C7 -10.830 29.390 -31.290
C8 -16.563 31.959 -24.776
H5 -11.806 25.110 -27.164
H6 -14.866 28.340 -25.010
H7 -6.355 29.605 -25.266
O3 -11.026 29.427 -28.801
C9 -9.297 22.546 -27.517
O4 -14.073 25.854 -27.660
O5 -8.291 27.872 -33.411
H8 -10.725 32.784 -23.258
H9 -15.214 23.567 -28.431
C10 -11.577 32.340 -21.311
H10 -4.303 28.748 -26.777
H11 -10.313 23.640 -29.052
H12 -8.304 21.823 -25.663
C11 -10.243 23.441 -27.961
C12 -13.709 25.045 -28.704
C13 -11.030 24.342 -26.944
H13 -12.760 29.042 -24.397
H14 -13.286 26.111 -27.173
H15 -4.082 26.931 -28.714
H16 -14.883 32.723 -26.070
C14 -6.971 26.367 -27.374
O6 -12.233 22.615 -31.865
H17 -11.089 28.787 -28.062
C15 -5.360 28.034 -26.775
C16 -16.404 29.492 -24.357
C17 -8.956 28.163 -32.310
O7 -11.297 25.019 -24.818
C18 -13.797 22.965 -30.023
C19 -12.884 25.613 -29.586
C20 -12.741 23.383 -30.920
H18 -11.508 22.990 -32.045
H19 -9.560 22.994 -24.158
C21 -9.174 28.275 -29.796
C22 -7.910 26.898 -26.580
H20 -11.676 25.783 -25.096
H21 -8.714 28.179 -28.826
C23 -10.778 24.173 -25.574
C24 -10.412 28.959 -29.968
H22 -9.524 28.184 -25.103
C25 -5.692 26.854 -27.483
H23 -11.798 29.946 -31.500
C26 -14.666 30.608 -25.665
H24 -10.755 29.104 -33.296
C27 -12.260 30.007 -22.761
H25 -7.478 27.175 -30.909
H26 -16.896 28.743 -23.786
O8 -12.682 28.871 -23.434
Cl1 -11.779 27.872 -26.233
C28 -10.195 28.840 -32.438
O9 -4.832 26.307 -28.380
H27 -12.996 29.300 -20.918
H28 -12.418 26.620 -29.332
C29 -12.669 30.200 -21.354
H29 -13.154 29.635 -26.599
H30 -11.508 25.194 -31.169
H31 -7.729 21.649 -28.445
O10 -8.601 21.691 -28.364
C30 -12.299 31.358 -20.628
H32 -11.128 30.790 -24.446
C31 -7.725 28.042 -25.686
H33 -8.852 26.311 -26.390
C32 -11.497 30.961 -23.454
H34 -14.146 22.036 -30.106
H35 -12.694 31.403 -19.633
H36 -11.091 34.269 -21.217
O11 -13.499 30.517 -26.408
C33 -15.272 31.870 -25.554
O12 -11.330 33.532 -20.643
C34 -17.127 30.759 -24.179
C35 -9.774 23.230 -25.232
C36 -9.101 22.309 -26.135

[2]
Here is a molecular structure, C36H36CoNP from the Open Molecules 2025 dataset. Energies are from ωB97M-V/def2-TZVPD.

As for the total charge: +1. As for the HOMO energy (spin up / spin down): -10.31 / -10.32 eV. The value obtained for the HOMO-LUMO gap (spin up / spin down) is 0.27133 / 0.22298 hartree. For the energy, the calculation gives -3172.02869 a.u. Its lowest unoccupied orbital energy (spin up / spin down) is -2.931 / -4.249 eV. The energy relative to the best compared isomer or geometry (same formula, charge and spin) is 76.2 kJ/mol. Its multiplicity is 1. For the strongest force on any atom, the calculation gives 0.0729 Eh/bohr.

Geometry (Å):
Co1 0.847 1.023 -0.242
H1 -0.795 -1.199 6.663
C1 -3.273 2.250 -0.070
H2 1.780 4.323 2.631
H3 2.354 2.853 -2.629
C2 0.286 -3.094 0.685
C3 -0.099 0.263 3.692
C4 -0.501 -0.754 2.829
H4 -0.577 2.853 0.909
H5 -3.270 3.252 -0.488
C5 2.975 0.906 0.130
C6 -2.463 -1.350 -5.528
H6 -1.958 -3.655 -2.404
H7 2.169 -0.424 2.816
C7 2.944 0.324 2.655
C8 0.310 0.353 -1.886
C9 2.643 2.031 -0.656
C10 -1.744 -2.376 -6.124
H8 -3.262 -1.314 1.398
H9 3.689 -1.115 0.343
H10 4.034 2.806 -2.087
H11 3.879 -0.209 2.480
C11 -0.207 0.113 5.067
C12 1.592 3.256 2.744
H12 0.111 0.909 5.729
H13 1.029 4.875 0.485
H14 0.933 -2.937 1.542
C13 1.709 4.388 -0.215
H15 -5.404 -0.210 0.872
H16 2.109 2.925 3.644
C14 -0.508 -4.524 -1.077
C15 -0.718 -1.068 5.590
C16 -4.470 0.308 0.694
H17 -0.493 -5.478 -1.590
C17 0.078 -1.973 -4.601
H18 -1.531 -3.003 5.142
C18 -1.338 -3.506 -1.528
H19 -2.171 -2.931 -6.950
H20 -2.003 -1.491 -1.238
C19 -0.081 -0.216 -2.874
C20 -0.637 -0.937 -3.999
C21 -2.072 1.633 0.256
C22 -2.059 0.346 0.759
H21 1.067 -2.213 -4.231
C23 -1.128 -2.083 4.736
H22 3.042 0.894 3.577
C24 -1.915 -0.634 -4.472
N1 -0.809 2.333 0.068
C25 2.096 3.018 0.222
H23 0.521 3.138 2.931
H24 3.216 1.325 -2.597
H25 3.401 -0.612 -1.322
H26 0.091 -3.488 -6.119
H27 4.816 -0.016 -0.457
H28 2.604 5.013 -0.292
C26 -1.366 -2.284 -0.869
C27 -4.469 1.586 0.144
C28 0.306 -4.317 0.030
C29 2.632 1.215 1.499
C30 -0.474 -2.686 -5.657
H29 0.958 -5.107 0.381
H30 -1.346 -2.731 2.706
C31 3.082 2.267 -2.070
H31 1.251 4.372 -1.205
C32 -0.561 -2.076 0.249
H32 -3.455 -1.104 -5.889
P1 -0.444 -0.443 1.035
H33 -0.914 3.009 -0.679
H34 -2.471 0.169 -4.003
H35 -5.404 2.069 -0.109
C33 2.066 2.499 1.536
C34 3.759 -0.276 -0.350
H36 0.299 1.179 3.281
C35 -1.022 -1.931 3.360
C36 -3.268 -0.306 0.998

[3]
Here is 8 unconnected molecules or ions with the total composition C36H37BBr2F7IN2O24S from the Open Molecules 2025 dataset. Energies are from ωB97M-V/def2-TZVPD.

As for the HOMO energy: -7.73 eV. The value obtained for the HOMO-LUMO gap is 0.27066 hartree. For the energy, the calculation gives -9877.23791 a.u. Its lowest unoccupied orbital energy is -0.370 eV. The SMILES is CC[C@@H](Br)c1c(C)c(S)c2nc(CC(=O)I)c(Br)nc2c1B(O)OC.O=C1OC[C@@H](F)O1.O=C1OC[C@@H](F)O1.O=C1OC[C@@H](F)O1.O=C1OC[C@@H](F)O1.O=C1OC[C@@H](F)O1.O=C1OC[C@@H](F)O1.O=C1OC[C@@H](F)O1. Its multiplicity is 1. For the strongest force on any atom, the calculation gives 0.0622 Eh/bohr.

Geometry (Å):
C1 -6.829 0.007 2.452
H1 0.437 6.994 9.543
C2 -4.709 -1.125 -2.525
O1 -6.011 0.261 0.328
N1 6.405 -0.915 -0.982
H2 -5.544 -2.636 -4.733
H3 -4.731 -0.196 1.917
O2 -5.770 -1.856 -2.064
H4 0.509 1.847 -3.111
O3 -8.031 0.333 -0.669
O4 -5.959 -6.567 -3.956
H5 4.731 6.077 -1.863
H6 -1.677 -0.760 -2.624
H7 0.466 -2.868 -2.547
C3 2.959 0.239 -1.898
C4 4.270 -1.998 -0.811
H8 -6.900 -1.065 2.646
C5 7.007 0.179 -1.365
H9 0.231 4.213 10.843
C6 2.349 3.228 -0.880
O5 -3.833 -0.710 -1.843
C7 4.319 6.985 -1.418
C8 0.224 -1.827 -2.769
H10 1.139 -3.336 -0.809
H11 2.680 -4.131 -1.045
C9 2.891 -2.018 -0.978
H12 -5.329 1.461 1.866
C10 0.046 5.288 10.871
S1 5.126 -3.411 -0.151
H13 3.218 3.770 -0.488
H14 8.835 1.271 -0.918
C11 2.203 -0.861 -1.518
F1 5.241 7.542 -0.595
O6 -7.871 0.398 1.576
Br1 -0.221 -1.222 0.055
H15 -6.427 -1.153 -5.137
C12 -6.105 -7.507 -2.888
H16 -3.116 4.834 5.313
F2 5.437 -6.745 -5.595
C13 -1.302 -1.715 -2.991
O7 1.280 1.402 -3.489
H17 2.064 2.407 -0.214
N2 5.076 1.335 -2.169
H18 2.317 -3.452 0.531
C14 0.698 -0.867 -1.661
F3 -5.955 -7.103 -0.558
Br2 7.341 2.841 -2.533
O8 5.385 -5.346 -1.385
O9 -3.231 2.779 5.337
F4 -7.431 -2.998 -3.083
O10 2.686 2.820 -2.217
H19 4.339 7.980 -3.354
C15 5.057 -0.859 -1.188
H20 0.779 -1.574 -3.681
O11 3.163 6.662 -0.666
F5 -6.967 0.680 3.620
O12 2.445 7.539 -2.604
H21 -6.892 -8.225 -3.103
C16 6.149 -7.808 -3.600
F6 -2.975 4.084 7.161
I1 10.583 -1.904 -0.127
C17 -5.659 -5.367 -3.402
C18 4.382 0.235 -1.747
C19 5.618 -6.031 -2.331
C20 6.115 -6.554 -4.439
O13 8.304 -0.506 1.133
C21 8.525 0.250 -1.144
C22 -5.900 -1.683 -4.345
H22 -5.474 5.004 5.938
O14 1.014 6.400 -1.301
O15 -1.078 5.744 8.933
H23 7.096 -6.130 -4.660
C23 -3.528 4.033 5.929
C24 -1.968 5.713 9.972
H24 -7.497 -6.379 -1.611
O16 -3.139 5.836 9.854
C25 2.099 6.828 -1.504
C26 -6.738 -1.825 -3.096
C27 3.790 7.988 -2.416
H25 -5.398 3.517 6.900
H26 -1.539 -1.852 -4.052
C28 -5.592 0.426 1.695
H27 9.021 -0.185 -2.014
H28 5.259 -8.423 -3.742
H29 0.686 5.737 11.626
C29 0.200 5.929 9.515
O17 -5.372 3.225 4.851
C30 -6.435 -6.606 -1.723
H30 -1.834 -2.507 -2.456
H31 7.032 -8.415 -3.783
O18 -5.379 -4.395 -4.018
H32 4.516 -3.688 1.024
F7 1.124 5.281 8.763
H33 3.783 9.003 -2.016
C31 6.352 1.292 -1.972
C32 -4.297 2.458 4.554
C33 2.188 -3.287 -0.542
O19 6.155 -7.275 -2.272
O20 -1.333 5.529 11.157
O21 -5.731 -5.421 -2.045
O22 -4.788 -0.922 -3.863
H34 0.305 0.099 -1.958
C34 -7.361 0.334 0.313
C35 -5.034 4.012 5.998
H35 -5.166 -8.042 -2.742
H36 -7.428 -0.998 -2.920
O23 -4.285 1.619 3.715
H37 1.558 3.981 -0.962
O24 5.387 -5.657 -3.619
C36 8.874 -0.570 0.110
B1 2.301 1.541 -2.544

[4]
Here is a molecular structure, C36H37CrNP2S from the Open Molecules 2025 dataset. Energies are from ωB97M-V/def2-TZVPD.

As for the HOMO energy (spin up / spin down): -7.09 / -7.09 eV. Its expectation value of S² is 6.086. The value obtained for the HOMO-LUMO gap (spin up / spin down) is 0.25272 / 0.25291 hartree. For the energy, the calculation gives -3573.80787 a.u. Its lowest unoccupied orbital energy (spin up / spin down) is -0.209 / -0.210 eV. The energy relative to the best compared isomer or geometry (same formula, charge and spin) is 403.2 kJ/mol. Its multiplicity is 5. For the strongest force on any atom, the calculation gives 0.0710 Eh/bohr.

Geometry (Å):
H1 0.337 0.617 3.499
P1 -0.748 2.864 -0.102
H2 -2.954 -3.723 -2.099
H3 1.582 -0.201 4.497
C1 -4.286 2.876 -0.117
C2 -0.315 5.512 0.707
H4 0.809 -4.503 -1.269
H5 -3.934 -3.460 2.101
C3 3.291 2.823 -0.335
C4 -5.432 0.741 -0.095
C5 2.165 -3.289 3.095
S1 2.362 -4.456 4.098
C6 0.685 -0.352 3.878
H6 0.410 0.442 0.884
C7 4.606 -2.840 0.101
H7 4.017 -1.766 -1.604
C8 -3.062 -3.137 -1.186
H8 3.829 -5.813 -1.537
H9 -5.445 4.585 -0.715
H10 2.063 -5.447 0.919
C9 -6.635 2.778 -0.636
C10 2.343 -2.984 -1.199
C11 1.233 1.094 0.475
C12 -0.062 6.579 -1.867
H11 -0.089 -0.926 4.404
C13 -3.329 -1.621 1.154
H12 -3.643 -4.827 0.033
C14 -6.631 1.397 -0.416
C15 -5.454 3.517 -0.511
C16 4.724 -3.951 0.832
C17 -2.781 -1.772 -1.216
C18 2.498 0.604 0.176
H13 -0.097 8.505 -0.890
C19 -3.610 -2.984 1.172
C20 -4.236 1.473 -0.016
H14 4.297 -3.531 -1.861
H15 0.091 7.517 1.407
C21 1.833 -4.356 -0.898
H16 1.996 -2.782 -2.212
H17 1.761 -2.240 -0.628
C22 -0.240 5.201 -1.701
H18 -7.566 3.279 -0.891
H19 3.607 -6.983 -0.245
H20 -3.378 3.450 0.034
H21 5.798 -5.515 -0.457
C23 -1.113 2.160 -1.755
C24 -2.930 -1.014 -0.053
C25 0.960 2.427 0.163
C26 -0.510 4.683 -0.425
H22 5.219 -6.000 1.089
H23 -7.561 0.824 -0.504
N1 1.971 -2.400 2.309
C27 3.712 -5.912 -0.454
C28 4.954 -5.354 0.243
H24 -0.480 2.418 -2.612
H25 -3.406 -1.032 2.070
H26 -0.146 4.525 -2.550
Cr1 0.824 -0.958 1.922
H27 -0.332 5.074 1.707
H28 -2.453 -1.290 -2.137
C29 3.528 1.452 -0.233
H29 4.092 3.515 -0.591
C30 -0.089 7.424 -0.755
H30 -5.436 -0.345 0.065
C31 -3.465 -3.749 0.004
P2 -2.512 0.735 -0.010
H31 4.509 1.056 -0.498
H32 -2.665 0.826 -2.556
H33 2.686 -0.465 0.278
C32 -0.088 6.877 0.538
H34 4.953 -1.882 0.527
C33 3.869 -2.771 -1.196
H35 5.246 -3.866 1.780
H36 0.093 6.984 -2.870
C34 2.432 -5.245 -0.088
H37 1.824 4.375 -0.319
C35 -2.099 1.215 -1.706
C36 2.004 3.315 -0.146

[5]
Here is a molecular structure, C36H37F3P2Tc from the Open Molecules 2025 dataset. Energies are from ωB97M-V/def2-TZVPD.

As for the total charge: +2. As for the HOMO energy (spin up / spin down): -13.19 / -13.93 eV. Its expectation value of S² is 3.808. The value obtained for the HOMO-LUMO gap (spin up / spin down) is 0.20318 / 0.22546 hartree. For the energy, the calculation gives -2456.19394 a.u. Its lowest unoccupied orbital energy (spin up / spin down) is -7.659 / -7.798 eV. Its multiplicity is 4. For the strongest force on any atom, the calculation gives 0.0853 Eh/bohr.

Geometry (Å):
H1 -1.724 -1.386 -4.181
H2 2.203 -0.125 2.927
C1 -2.783 0.411 0.232
H3 -0.111 3.397 -3.182
H4 -2.933 3.822 0.100
C2 -2.619 -2.618 2.522
H5 -4.542 -5.405 2.137
C3 -0.122 -1.650 -0.335
C4 3.481 -1.103 1.353
H6 -0.952 -2.104 -2.781
H7 0.902 -1.527 -3.936
F1 -2.641 1.856 2.803
C5 -1.110 -1.144 -3.286
H8 2.179 2.358 2.454
C6 -1.484 1.834 -3.741
C7 1.179 0.182 2.624
H9 -2.502 -3.091 -0.886
P1 -1.424 -0.870 0.707
H10 1.085 1.110 3.218
H11 3.748 0.976 -1.341
C8 4.259 -3.183 2.320
H12 1.253 2.105 -1.743
H13 -2.195 -1.957 3.274
C9 5.853 -1.480 1.584
C10 -1.352 1.379 2.835
H14 -2.139 2.718 -3.873
F2 -1.464 0.234 3.652
C11 -4.141 0.086 0.086
P2 2.025 -0.123 0.796
H15 -4.485 -0.946 0.204
H16 -4.008 -4.978 -0.263
C12 -5.048 1.127 -0.181
H17 -3.652 -3.894 3.905
C13 3.518 4.166 -0.095
C14 -2.800 -3.237 0.158
C15 -3.321 2.801 0.034
C16 -3.611 -4.319 0.514
H18 -2.510 1.723 -1.855
H19 4.137 3.347 -2.019
H20 4.992 0.354 0.791
C17 1.053 0.250 -2.799
H21 -1.340 2.162 0.365
H22 4.053 -4.159 2.772
H23 6.881 -1.129 1.472
C18 -2.411 1.767 0.233
C19 0.792 1.543 -2.589
H24 -2.592 -0.761 -1.739
C20 5.583 -2.763 2.088
H25 0.434 2.414 -4.554
Tc1 -0.065 0.901 1.015
H26 -0.429 -2.507 -0.937
C21 1.226 -1.378 -0.243
C22 -2.366 -2.347 1.168
H27 2.159 -2.658 2.123
H28 1.918 -2.061 -0.770
H29 2.818 4.667 1.905
C23 3.201 -2.345 1.967
C24 3.750 3.129 -1.019
C25 -3.420 -3.708 2.863
H30 0.175 -0.147 -4.753
C26 2.628 2.564 1.483
C27 -1.981 1.087 -2.552
H31 -6.102 0.902 -0.338
H32 3.744 5.203 -0.366
F3 -0.684 2.321 3.613
C28 -0.040 2.371 -3.549
C29 -4.643 2.464 -0.236
C30 3.487 1.804 -0.666
C31 -3.919 -4.551 1.857
H33 -5.332 3.278 -0.462
H34 -1.573 1.207 -4.649
H35 1.930 -0.233 -2.365
C32 -1.896 -0.237 -2.394
C33 2.795 1.537 0.536
H36 0.535 -0.606 3.044
H37 6.414 -3.438 2.325
C34 4.801 -0.639 1.210
C35 0.286 -0.625 -3.763
C36 2.989 3.877 1.168

The highest multiplicity belongs to which entry?
C36H37CrNP2S

Which value of strongest force on any atom does entry 3 give?
0.0622 Eh/bohr

Look up the multiplicity of the second one.
1

Look up the multiplicity of the fourth one.
5